1.
C20H21N3O2 | wB97M-V/def2-TZVPD

The geometry in ORCA input format:
```
! RIJCOSX wB97M-V def2-TZVPD def2/J DEFGRID3
* xyz 0 1
C -2.00 3.02 1.88
C -1.30 2.52 0.47
H -0.21 2.63 0.51
O -1.73 1.15 0.17
C -2.94 0.68 -0.56
C -4.03 1.69 -0.64
C -5.23 1.25 -1.16
C -5.34 0.08 -1.82
C -4.37 -0.83 -1.53
C -3.11 -0.54 -0.79
C -2.19 -1.37 -0.57
O -2.18 -2.43 -1.45
N -1.34 -1.64 0.40
H -1.36 -0.51 1.07
C -0.25 -2.37 0.63
C 0.99 -1.70 0.53
C 1.45 -0.62 1.04
C 2.56 0.12 0.73
C 3.55 -0.29 -0.35
C 3.07 -1.56 -0.76
C 1.87 -2.23 -0.63
H 1.53 -3.07 -0.86
H 3.76 -1.95 -1.54
N 4.59 0.29 -0.45
C 5.44 1.16 -0.05
N 6.58 1.46 -0.43
C 6.42 0.79 -1.70
C 5.32 0.39 -1.87
H 4.79 -0.30 -2.58
H 7.20 1.17 -2.35
H 5.23 1.27 1.18
H 2.82 1.10 0.97
H 0.79 0.04 1.74
C -0.27 -2.94 2.19
H -1.22 -3.37 2.45
H 0.61 -3.30 2.43
H -0.10 -1.95 2.72
H -0.39 -3.19 0.37
H -4.44 -1.84 -1.72
H -6.34 -0.12 -2.10
H -5.82 2.04 -1.36
H -4.00 2.88 -0.18
H -1.86 3.13 -0.33
H -1.78 3.90 2.00
H -3.24 3.04 1.70
H -1.54 2.33 2.60
*
```

Properties
HOMO = -8.2 eV
Energy relative to the best compared isomer or geometry (same formula, charge and spin) = 21.057 eV
Molecular weight = 335.41 Da

Mulliken population analysis, charges in e, atoms 1 to 2:
1. C -1.10
2. C -0.50


2.
C27H31NO7 | wB97M-V/def2-TZVPD

The geometry in ORCA input format:
```
! RIJCOSX wB97M-V def2-TZVPD def2/J DEFGRID3
* xyz 0 1
C 3.98 -2.68 2.77
C 3.51 -1.34 2.29
O 2.17 -1.52 1.77
C 1.55 -0.32 1.59
C 0.17 -0.49 1.08
C -0.92 0.37 1.53
O -0.73 1.48 2.05
O -2.16 -0.13 1.33
C -3.23 0.71 1.88
C -4.42 -0.16 2.19
C -0.13 -1.90 0.89
O 0.27 -2.56 -0.06
O -0.88 -2.42 1.90
C -1.17 -3.82 1.80
C -2.45 -4.07 2.54
O 2.16 0.72 1.79
H 5.04 -2.62 3.02
H 3.44 -2.99 3.66
H 3.83 -3.45 2.00
H 3.48 -0.62 3.12
H 4.17 -0.95 1.51
H -2.84 1.19 2.79
H -3.47 1.49 1.15
H -5.24 0.48 2.52
H -4.73 -0.73 1.31
H -4.18 -0.85 3.01
H -1.26 -4.09 0.75
H -0.33 -4.37 2.26
H -2.61 -5.15 2.55
H -2.43 -3.70 3.57
H -3.29 -3.59 2.02
C 2.16 6.08 1.59
O 3.01 5.34 0.65
C 2.52 4.18 0.15
C 1.16 3.83 0.27
C 0.76 2.58 -0.15
C 1.64 1.66 -0.73
C 1.14 0.35 -1.06
C 0.05 0.22 -1.92
C -0.21 -0.95 -2.76
C 0.55 -2.07 -3.04
C 0.14 -2.90 -4.09
C -1.04 -2.63 -4.82
C -1.84 -1.52 -4.50
C -1.39 -0.69 -3.48
N -1.80 0.61 -3.18
C -2.93 1.30 -3.78
C -0.92 1.18 -2.31
C 2.98 2.07 -0.94
C 3.40 3.32 -0.55
H 2.80 6.91 1.92
H 1.25 6.48 1.10
H 1.87 5.45 2.44
H 0.43 4.47 0.78
H -0.26 2.27 0.04
H 1.76 -0.54 -0.93
H 1.41 -2.28 -2.42
H 0.75 -3.76 -4.37
H -1.32 -3.27 -5.65
H -2.75 -1.25 -5.05
H -3.49 0.59 -4.38
H -3.57 1.72 -3.00
H -2.60 2.14 -4.42
H -1.06 2.19 -1.92
H 3.66 1.36 -1.40
H 4.43 3.64 -0.68
*
```

Properties
HOMO = -7.4 eV
Energy relative to the best compared isomer or geometry (same formula, charge and spin) = 0.653 eV
Molecular weight = 481.54 Da

Mulliken population analysis, charges in e, atoms 1 to 2:
1. C -1.29
2. C -0.12


3.
C32H42CdCl2NO2SbSi | wB97M-V/def2-TZVPD

The geometry in ORCA input format:
```
! RIJCOSX wB97M-V def2-TZVPD def2/J DEFGRID3
* xyz 0 1
Cd 0.16 -0.05 -0.42
C 2.28 -0.17 -0.41
Si 2.86 -1.54 0.66
C 1.98 -3.15 0.20
N 0.54 -2.97 -0.13
C -0.30 -3.21 1.06
C -0.39 -4.68 1.48
C -0.46 -5.60 0.25
C -0.93 -4.82 -0.98
C 0.08 -3.73 -1.32
C 4.70 -1.74 0.40
C 5.65 -1.38 1.37
C 7.01 -1.42 1.10
C 7.46 -1.83 -0.15
C 6.54 -2.18 -1.13
C 5.18 -2.14 -0.85
C 2.52 -1.18 2.47
C 1.77 -0.07 2.88
C 1.56 0.19 4.23
C 2.07 -0.67 5.19
C 2.80 -1.79 4.80
C 3.02 -2.04 3.45
H 2.62 -0.32 -1.44
H 2.68 0.78 -0.05
H 2.09 -3.89 1.01
H 2.49 -3.58 -0.67
H -1.29 -2.83 0.85
H 0.10 -2.61 1.89
H -1.28 -4.79 2.11
H 0.47 -4.96 2.10
H -1.13 -6.44 0.45
H 0.52 -6.02 0.04
H -1.92 -4.39 -0.81
H -1.02 -5.49 -1.84
H -0.35 -3.05 -2.05
H 0.95 -4.20 -1.79
H 5.31 -1.05 2.35
H 7.72 -1.13 1.86
H 8.52 -1.87 -0.37
H 6.88 -2.49 -2.12
H 4.47 -2.41 -1.64
H 1.36 0.61 2.14
H 0.98 1.06 4.53
H 1.91 -0.47 6.24
H 3.20 -2.46 5.55
H 3.60 -2.92 3.16
Cl -7.28 1.90 0.32
C -5.55 1.74 0.16
C -4.73 2.86 0.45
C -3.38 2.77 0.34
Cl -2.40 4.17 0.69
C -2.71 1.55 -0.04
O -1.44 1.48 -0.08
C -3.58 0.47 -0.36
C -3.06 -0.78 -0.82
O -1.88 -1.08 -1.01
C -4.98 0.58 -0.24
H -5.19 3.79 0.76
H -3.82 -1.55 -1.03
H -5.60 -0.28 -0.48
C 2.06 6.41 0.60
C 0.75 5.62 0.55
Sb 0.91 3.45 0.68
C 1.18 3.14 -1.46
C 1.81 4.28 -2.27
C 3.00 3.33 1.30
C 4.12 3.49 0.26
H 1.87 7.49 0.56
H 2.71 6.16 -0.25
H 2.62 6.21 1.52
H 0.19 5.83 -0.36
H 0.11 5.91 1.39
H 0.17 2.93 -1.83
H 1.76 2.23 -1.56
H 1.25 5.21 -2.17
H 1.84 4.03 -3.33
H 2.84 4.48 -1.95
H 3.08 2.35 1.78
H 3.12 4.08 2.09
H 3.99 2.80 -0.58
H 5.10 3.28 0.70
H 4.16 4.50 -0.14
*
```

Properties
HOMO = -7.6 eV
Energy relative to the best compared isomer or geometry (same formula, charge and spin) = 0.410 eV
Molecular weight = 805.86 Da

Mulliken population analysis, charges in e, atoms 1 to 2:
1. Cd 0.68
2. C -1.10


4.
C9H15N2 | wB97M-V/def2-TZVPD

The geometry in ORCA input format:
```
! RIJCOSX wB97M-V def2-TZVPD def2/J DEFGRID3
* xyz 1 1
C 1.37 1.85 0.80
C 1.90 0.75 -0.11
N 2.81 -0.16 0.53
C 2.72 -1.44 -0.03
C 1.62 -1.57 -0.80
C 0.87 -0.17 -0.82
N -0.41 -0.23 -0.24
C -0.77 -0.75 0.86
C -2.22 -1.06 0.89
C -2.80 -0.33 -0.35
C -1.52 0.04 -1.25
H 2.17 2.51 0.95
H 1.11 1.51 1.73
H 0.55 2.58 0.38
H 2.45 1.32 -0.92
H 2.88 -0.07 1.51
H 3.29 -2.36 0.27
H 1.40 -2.30 -1.50
H 0.80 0.26 -1.83
H -0.14 -1.16 1.65
H -2.43 -2.10 0.81
H -2.94 -0.70 1.70
H -3.53 -0.92 -0.96
H -3.41 0.49 -0.09
H -1.47 -0.74 -2.04
H -1.48 0.99 -1.66
*
```

Properties
HOMO = -12.1 eV
Energy relative to the best compared isomer or geometry (same formula, charge and spin) = 1.828 eV
Molecular weight = 151.23 Da
Structure (SMILES) = C[C@H]1NC=C[C@H]1[N+]1=CCCC1

Mulliken population analysis, charges in e, atoms 1 to 2:
1. C -1.72
2. C -0.05


5.
C26H29MgN8O3S4 | wB97M-V/def2-TZVPD

The geometry in ORCA input format:
```
! RIJCOSX wB97M-V def2-TZVPD def2/J DEFGRID3
* xyz -1 1
Mg 1.32 0.02 0.07
O -0.90 2.07 0.92
C -2.08 1.30 0.76
C -1.76 -0.20 0.46
O -2.69 -0.99 0.41
O -0.53 -0.46 0.35
C -2.93 1.35 2.03
C -4.31 1.18 1.99
C -5.06 1.19 3.16
C -4.43 1.36 4.39
C -3.06 1.52 4.43
C -2.31 1.52 3.26
C -2.79 1.94 -0.44
C -2.56 3.29 -0.70
C -3.19 3.92 -1.77
C -4.06 3.22 -2.59
C -4.29 1.87 -2.33
C -3.66 1.24 -1.26
H -0.27 1.64 1.52
H -4.81 1.03 1.04
H -6.13 1.06 3.11
H -5.01 1.37 5.30
H -2.55 1.65 5.38
H -1.24 1.64 3.33
H -1.88 3.84 -0.07
H -3.00 4.97 -1.95
H -4.56 3.71 -3.41
H -4.96 1.31 -2.96
H -3.83 0.19 -1.07
S 1.65 0.72 2.51
S 3.72 0.77 2.78
S 4.54 1.59 1.08
S 4.19 0.25 -0.46
N 1.17 1.23 -4.01
C 0.72 -0.02 -4.37
C 0.59 -0.71 -3.21
N 0.96 0.09 -2.15
C 1.29 1.24 -2.67
C 1.68 2.35 -1.80
N 1.66 2.16 -0.51
C 2.07 3.34 0.05
C 2.33 4.25 -0.93
N 2.07 3.59 -2.12
H 1.36 1.99 -4.64
H 0.52 -0.29 -5.39
H 0.23 -1.71 -3.06
H 2.15 3.44 1.12
H 2.69 5.26 -0.90
H 2.23 3.97 -3.04
C 0.68 -3.09 0.36
N 1.02 -4.51 0.53
C 1.88 -4.63 1.71
N 3.11 -3.85 1.59
C 2.75 -2.45 1.41
N 1.90 -2.25 0.20
C 2.65 -2.77 -0.97
N 3.01 -4.18 -0.82
C 1.78 -4.95 -0.63
C 3.82 -4.31 0.40
H 0.13 -2.73 1.23
H 0.04 -2.97 -0.51
H 2.14 -5.69 1.85
H 1.33 -4.29 2.59
H 3.65 -1.84 1.28
H 2.20 -2.08 2.27
H 3.55 -2.16 -1.07
H 2.03 -2.66 -1.86
H 2.04 -6.00 -0.50
H 1.16 -4.84 -1.52
H 4.73 -3.71 0.29
H 4.10 -5.36 0.53
*
```

Properties
HOMO = -3.7 eV
Energy relative to the best compared isomer or geometry (same formula, charge and spin) = 0.000 eV
Molecular weight = 654.14 Da

Mulliken population analysis, charges in e, atoms 1 to 2:
1. Mg 1.70
2. O -0.28


6.
C4H11O | wB97M-V/def2-TZVPD

The geometry in ORCA input format:
```
! RIJCOSX wB97M-V def2-TZVPD def2/J DEFGRID3
* xyz -1 1
C -2.52 -2.04 -0.07
O -1.43 -2.66 0.35
H -3.12 -2.73 -0.76
H -2.33 -1.01 -0.64
H -3.32 -1.70 0.58
C 1.77 0.20 -0.87
C 0.98 0.51 0.45
C 0.70 2.02 0.59
H 2.76 0.63 -0.93
H 1.96 -0.99 -0.70
H 1.08 0.36 -1.80
H 0.00 -0.13 0.50
H 1.71 0.20 1.31
H 1.08 2.51 1.57
H -0.40 2.13 0.60
H 1.09 2.70 -0.17
*
```

Properties
HOMO = -1.9 eV
Energy relative to the best compared isomer or geometry (same formula, charge and spin) = 1.381 eV
Molecular weight = 75.13 Da

Mulliken population analysis, charges in e, atoms 1 to 2:
1. C -0.51
2. O -0.83


7.
C3H11N | wB97M-V/def2-TZVPD

The geometry in ORCA input format:
```
! RIJCOSX wB97M-V def2-TZVPD def2/J DEFGRID3
* xyz -1 2
C 1.62 1.91 0.57
H 2.51 1.41 0.19
H 0.84 1.71 -0.18
H 1.22 1.53 1.51
H 1.78 2.98 0.62
C -0.95 -0.52 -1.39
N -0.20 -0.64 -0.16
C -0.86 -1.37 0.90
H -1.88 0.02 -1.21
H -1.26 -1.48 -1.83
H -0.35 0.05 -2.09
H 0.74 -0.95 -0.39
H -1.04 -2.41 0.59
H -0.32 -1.32 1.84
H -1.84 -0.93 1.04
*
```

Properties
Expectation value of S² = 0.750
HOMO (alpha / beta) = 1.5 / -4.6 eV
Energy relative to the best compared isomer or geometry (same formula, charge and spin) = 0.576 eV
Molecular weight = 61.13 Da

Mulliken population analysis, charges in e, atoms 1 to 2:
1. C -1.35
2. H 0.26


8.
C28H83N7O12 | wB97M-V/def2-TZVPD

The geometry in ORCA input format:
```
! RIJCOSX wB97M-V def2-TZVPD def2/J DEFGRID3
* xyz 0 1
C -14.24 1.71 -21.05
O -14.69 0.64 -20.27
C -15.16 -0.43 -21.03
C -16.15 -1.24 -20.20
C -16.74 -2.32 -21.05
N -17.23 -0.37 -19.55
H -15.04 2.29 -21.52
H -13.46 1.46 -21.80
H -13.66 2.40 -20.41
H -15.64 -0.05 -21.94
H -14.31 -1.06 -21.34
H -15.58 -1.65 -19.34
H -15.99 -3.01 -21.44
H -17.31 -1.94 -21.91
H -17.45 -2.91 -20.46
H -16.76 0.43 -19.13
H -17.85 0.00 -20.28
C -12.76 -0.26 -23.94
O -13.27 0.95 -24.37
C -12.23 1.73 -24.99
C -12.80 3.10 -25.39
C -11.69 4.03 -25.87
N -13.60 3.73 -24.26
H -12.02 -0.12 -23.14
H -12.27 -0.79 -24.77
H -13.60 -0.86 -23.61
H -11.38 1.87 -24.30
H -11.87 1.20 -25.89
H -13.50 2.94 -26.23
H -11.30 3.73 -26.86
H -10.81 4.07 -25.22
H -12.05 5.05 -26.02
H -12.87 3.96 -23.55
H -14.08 2.94 -23.80
C -6.04 7.34 -22.21
O -6.30 8.77 -22.21
C -6.26 9.30 -23.48
C -6.29 10.77 -23.38
C -6.11 11.39 -24.77
N -5.23 11.28 -22.43
H -6.87 6.82 -22.70
H -5.91 6.99 -21.19
H -5.10 7.12 -22.74
H -5.36 9.01 -24.06
H -7.06 8.83 -24.08
H -7.26 11.11 -23.00
H -5.45 10.72 -25.36
H -5.63 12.35 -24.76
H -7.03 11.40 -25.36
H -5.25 10.67 -21.58
H -4.30 11.03 -22.79
N -13.62 6.97 -24.46
C -13.68 7.36 -25.82
N -13.41 8.75 -26.04
O -13.93 6.55 -26.76
H -13.12 7.56 -23.81
H -13.70 6.02 -24.14
H -13.44 9.06 -26.98
H -13.27 9.40 -25.25
N -11.69 9.31 -21.46
C -11.76 9.86 -22.75
N -10.51 10.34 -23.18
O -12.80 9.92 -23.43
H -12.46 8.90 -20.98
H -10.81 9.35 -20.98
H -10.34 10.51 -24.15
H -9.73 10.15 -22.56
C -8.83 3.83 -18.81
C -8.30 3.02 -17.71
O -7.08 3.59 -17.27
H -8.80 4.90 -18.63
H -9.85 3.54 -19.08
H -8.25 3.63 -19.72
H -8.11 1.98 -17.98
H -9.00 3.00 -16.86
H -7.13 3.70 -16.32
C -13.19 5.17 -16.37
C -13.74 4.15 -17.37
O -13.73 4.65 -18.74
H -13.02 4.67 -15.41
H -13.83 6.03 -16.19
H -12.22 5.52 -16.71
H -14.76 3.83 -17.14
H -13.11 3.26 -17.37
H -14.34 5.40 -18.79
C -10.62 6.21 -21.02
C -11.31 5.15 -21.80
O -10.37 4.22 -22.46
H -9.78 6.64 -21.56
H -10.34 5.87 -20.02
H -11.39 6.95 -20.84
H -11.88 5.60 -22.62
H -11.97 4.60 -21.12
H -10.44 3.35 -22.00
C -7.65 4.65 -25.38
C -7.10 3.94 -24.16
O -8.07 3.09 -23.51
H -6.92 5.33 -25.82
H -8.56 5.19 -25.11
H -7.89 3.92 -26.16
H -6.69 4.68 -23.44
H -6.25 3.33 -24.48
H -8.90 3.59 -23.27
C -10.83 0.58 -19.99
C -9.65 0.51 -20.95
O -9.80 1.53 -21.97
H -10.95 1.62 -19.66
H -10.81 -0.21 -19.26
H -11.75 0.44 -20.58
H -9.56 -0.53 -21.32
H -8.69 0.66 -20.41
H -8.93 1.72 -22.36
C -7.64 8.95 -18.65
C -8.46 9.86 -19.57
O -8.65 9.23 -20.87
H -7.82 9.15 -17.59
H -6.59 9.05 -18.91
H -7.96 7.92 -18.79
H -7.94 10.80 -19.75
H -9.41 10.08 -19.08
H -7.75 9.34 -21.31
C -15.83 7.39 -22.16
C -15.51 6.46 -20.98
O -14.80 7.17 -19.92
H -16.03 6.86 -23.08
H -14.97 8.04 -22.31
H -16.69 8.00 -21.89
H -14.83 5.67 -21.31
H -16.44 5.98 -20.65
H -15.09 8.09 -19.92
*
```

Properties
HOMO = -9.0 eV
Energy relative to the best compared isomer or geometry (same formula, charge and spin) = 0.000 eV
Molecular weight = 710.01 Da
Structure (SMILES) = COC[C@H](C)N.COC[C@H](C)N.COC[C@H](C)N.NC(N)=O.NC(N)=O.CCO.CCO.CCO.CCO.CCO.CCO.CCO

Mulliken population analysis, charges in e, atoms 1 to 2:
1. C -0.38
2. O -0.32


9.
H9O4 | wB97M-V/def2-TZVPD

The geometry in ORCA input format:
```
! RIJCOSX wB97M-V def2-TZVPD def2/J DEFGRID3
* xyz 0 2
O -1.02 -1.44 2.04
H -1.35 -2.23 2.48
H -0.94 -0.80 2.76
O 0.57 -1.05 -1.52
H 1.53 -1.18 -1.34
H 0.36 -1.51 -2.37
O 0.97 2.14 -0.58
H 0.98 3.08 -0.33
H 1.68 2.05 -1.23
O -0.66 0.28 0.09
H -0.22 -0.26 -0.75
H -0.14 1.11 0.16
H -0.90 -0.38 0.78
*
```

Properties
Expectation value of S² = 0.750
HOMO (alpha / beta) = -2.9 / -12.2 eV
Energy relative to the best compared isomer or geometry (same formula, charge and spin) = 0.242 eV
Molecular weight = 73.07 Da

Mulliken population analysis, charges in e, atoms 1 to 2:
1. O -1.01
2. H 0.43


10.
C3H13NO3 | wB97M-V/def2-TZVPD

The geometry in ORCA input format:
```
! RIJCOSX wB97M-V def2-TZVPD def2/J DEFGRID3
* xyz 1 2
C -1.65 0.82 -1.46
N -0.63 -0.19 -1.14
C -1.05 -1.06 -0.05
C 0.05 -2.02 0.38
O 1.03 -1.27 1.16
H -1.98 1.40 -0.59
H -2.54 0.31 -1.85
H -1.25 1.50 -2.26
H 0.28 0.32 -0.84
H -1.37 -0.52 0.91
H -1.92 -1.64 -0.43
H -0.37 -2.82 1.01
H 0.56 -2.46 -0.47
H 1.92 -1.69 1.06
H 1.01 0.42 1.75
H 1.58 1.52 2.63
O 1.05 1.41 1.88
H 1.62 1.77 0.21
H 1.76 2.54 -1.14
O 1.90 1.67 -0.76
*
```

Properties
Expectation value of S² = 0.754
HOMO (alpha / beta) = -15.1 / -15.1 eV
Energy relative to the best compared isomer or geometry (same formula, charge and spin) = 1.205 eV
Molecular weight = 111.14 Da

Mulliken population analysis, charges in e, atoms 1 to 2:
1. C -0.80
2. N 0.07


Number 1: E -29627.17349 eV. Number 2: E -44322.78394 eV. Number 3: E -83474.85656 eV. Number 4: E -12548.05876 eV. Number 5: E -94289.64391 eV. Number 6: E -6371.83131 eV. Number 7: E -4777.43477 eV. Number 8: E -65381.85174 eV. Number 9: E -8332.47927 eV. Number 10: E -10945.59746 eV.